--- P ---
{
  "formula": "C2H2O3S",
  "method": "ωB97M-V/def2-TZVPD",
  "symbols": ["C", "C", "H", "H", "O", "O", "O", "S"],
  "xyz": [[0.779, 0.232, -0.213], [-0.652, 0.951, 0.022], [1.794, -1.240, 0.591], [-1.535, -1.485, -0.216], [0.710, -1.216, 0.213], [1.856, 0.863, -0.388], [-0.909, 2.106, 0.208], [-2.042, -0.210, -0.218]],
  "lumo_ha": -0.0361,
  "homo_ev": -10.461
}

--- Q ---
{
  "formula": "C2H2O3S",
  "method": "ωB97M-V/def2-TZVPD",
  "symbols": ["C", "C", "O", "O", "O", "S", "H", "H"],
  "xyz": [[-1.049, 1.946, 0.467], [-0.142, -0.195, -0.324], [-0.626, 2.898, 0.047], [-2.300, -0.241, 1.327], [-2.517, 0.658, -0.961], [-1.744, 0.067, 0.070], [0.098, -0.443, -1.366], [0.413, -0.554, 0.483]],
  "lumo_ha": -0.0084,
  "homo_ev": -9.628
}

The structure with the least stability is Q.

--- P ---
{
  "formula": "C20H23N3O4",
  "method": "ωB97M-V/def2-TZVPD",
  "symbols": ["N", "N", "O", "O", "O", "O", "C", "C", "C", "C", "C", "C", "C", "C", "C", "C", "C", "C", "C", "C", "N", "C", "C", "C", "C", "C", "C", "H", "H", "H", "H", "H", "H", "H", "H", "H", "H", "H", "H", "H", "H", "H", "H", "H", "H", "H", "H", "H", "H", "H"],
  "xyz": [[2.561, -3.019, 3.325], [-0.182, 3.092, -5.423], [1.666, -4.727, 4.491], [5.216, -4.638, 4.088], [-1.438, 0.912, -0.052], [-3.565, 1.682, -2.430], [2.803, -3.957, 4.194], [0.616, -4.159, 3.816], [1.202, -3.138, 3.085], [-0.092, 1.779, -5.746], [-1.113, 3.481, -4.575], [-1.069, 0.910, -5.316], [-1.481, -1.209, 1.006], [0.608, -0.015, 0.929], [-0.954, -2.234, 1.874], [1.145, -0.969, 1.762], [-2.096, 1.239, -4.523], [-0.736, -0.113, 0.662], [0.446, -2.113, 2.201], [-2.067, 2.522, -4.011], [-1.838, 3.703, -1.170], [6.046, -4.103, 3.076], [4.194, -3.856, 4.724], [-1.251, 2.175, 0.586], [-2.295, 3.100, 0.082], [-2.926, 4.102, -2.155], [-3.221, 2.918, -3.118], [-2.861, 1.189, -1.983], [-0.454, -4.393, 3.949], [0.612, 1.477, -6.500], [-1.175, 4.528, -4.404], [-1.122, -0.044, -5.841], [-2.478, -1.327, 0.629], [1.221, 0.861, 0.721], [-1.636, -2.926, 2.338], [2.191, -1.086, 1.880], [-2.871, 0.533, -4.243], [-1.232, 3.006, -1.564], [6.722, -4.824, 2.751], [5.397, -3.918, 2.214], [6.435, -3.118, 3.404], [4.504, -2.819, 4.628], [4.280, -4.199, 5.783], [-0.219, 2.511, 0.627], [-1.373, 1.957, 1.647], [-2.356, 3.928, 0.899], [-3.277, 2.654, 0.009], [-3.835, 4.438, -1.755], [-2.592, 4.977, -2.753], [-4.058, 3.231, -3.819]],
  "lumo_ha": 0.0220,
  "homo_ev": -8.462
}

--- Q ---
{
  "formula": "C20H23N3O4",
  "method": "ωB97M-V/def2-TZVPD",
  "symbols": ["C", "H", "H", "H", "C", "C", "H", "H", "H", "C", "O", "N", "C", "C", "C", "C", "C", "C", "H", "H", "C", "O", "N", "C", "H", "C", "N", "C", "O", "C", "C", "C", "C", "O", "H", "H", "H", "C", "H", "C", "H", "H", "H", "H", "H", "H", "H", "H", "H", "H"],
  "xyz": [[-5.156, 2.919, 4.141], [-4.422, 3.553, 4.632], [-5.935, 2.658, 4.853], [-5.600, 3.485, 3.325], [-4.476, 1.663, 3.608], [-3.922, 0.813, 4.757], [-3.431, -0.084, 4.384], [-3.198, 1.390, 5.327], [-4.728, 0.514, 5.424], [-3.307, 2.045, 2.701], [-2.719, 3.098, 2.789], [-2.987, 1.052, 1.820], [-1.950, 0.999, 0.885], [-1.061, 2.052, 0.683], [-0.044, 1.924, -0.243], [0.098, 0.757, -0.988], [-0.813, -0.280, -0.809], [-1.818, -0.164, 0.127], [-2.510, -0.982, 0.275], [-0.712, -1.180, -1.394], [1.157, 0.607, -2.018], [0.913, 0.229, -3.150], [2.424, 0.983, -1.650], [2.911, 0.860, -0.291], [2.064, 0.748, 0.384], [3.820, -0.391, -0.207], [3.461, -1.305, -1.275], [2.358, -2.081, -1.048], [1.811, -2.117, 0.040], [1.922, -2.953, -2.159], [2.612, -3.671, -3.104], [1.645, -4.411, -3.818], [0.445, -4.090, -3.257], [0.606, -3.227, -2.252], [-0.556, -4.400, -3.485], [1.820, -5.083, -4.633], [3.673, -3.688, -3.252], [3.822, -0.784, -2.577], [4.893, -0.937, -2.748], [3.469, 0.724, -2.619], [3.100, 0.996, -3.608], [4.329, 1.347, -2.365], [3.256, -1.310, -3.343], [4.874, -0.131, -0.328], [3.677, -0.900, 0.746], [3.471, 1.761, -0.020], [0.638, 2.746, -0.400], [-1.170, 2.958, 1.253], [-3.554, 0.215, 1.853], [-5.199, 1.071, 3.036]],
  "lumo_ha": 0.0276,
  "homo_ev": -8.444
}

The structure with the least stability is P.